C81H192N12O21 | the ωB97M-V functional and the def2-TZVPD basis

Calculated values
**Frontier orbital gap**: 8.824 eV
**Energy relative to the best compared isomer or geometry (same formula, charge and spin)**: 0.00 kJ/mol
**E_tot**: -5437.86712 Eh

Geometry (Å):
C: 2.4715 -1.5049 -2.6349
C: 2.4517 -1.2088 -1.1350
C: 1.6631 0.1000 -0.9493
C: 1.8125 -2.3089 -0.3667
C: 2.0101 -2.0512 1.1242
C: 3.4612 -2.1012 1.4691
C: 4.2179 -0.9647 0.6390
C: 3.8309 0.3752 1.2894
C: 5.7633 -1.1196 0.8303
N: 3.8862 -1.1159 -0.7390
O: 4.4687 -0.0053 -1.4625
H: 1.4740 -1.4206 -3.0536
H: 3.1020 -0.7596 -3.1212
H: 2.7791 -2.5496 -2.9192
H: 0.7818 0.0004 -0.3599
H: 2.2425 0.9296 -0.5122
H: 1.4596 0.5383 -1.9745
H: 0.7498 -2.4628 -0.5660
H: 2.3111 -3.1818 -0.7638
H: 1.5664 -1.0941 1.4113
H: 1.5118 -2.8398 1.6632
H: 3.9238 -3.0853 1.2503
H: 3.5523 -1.9118 2.5390
H: 2.7499 0.5493 1.4325
H: 4.1411 1.1990 0.6694
H: 4.3467 0.5818 2.2288
H: 6.2935 -0.2001 0.6107
H: 6.2135 -1.8946 0.1889
H: 5.9463 -1.3104 1.8752
H: 5.2378 -0.4174 -1.9097
C: -0.8976 7.1064 0.8109
C: -0.3070 8.0630 1.8780
C: -1.4536 8.3664 2.8645
C: 1.0087 7.4104 2.5265
C: 1.7685 8.4156 3.4100
C: 2.2749 9.5187 2.5182
C: 1.1509 10.2962 1.8851
C: 0.4417 11.1306 2.9996
C: 1.6599 11.3003 0.8440
N: 0.2549 9.3149 1.1450
O: -0.8446 10.0747 0.6103
H: -1.6310 7.6090 0.1762
H: -0.1123 6.8065 0.0759
H: -1.3253 6.2074 1.2546
H: -1.9617 7.5084 3.2327
H: -1.1328 8.8952 3.7958
H: -2.2171 8.9856 2.4091
H: 0.6949 6.5914 3.2060
H: 1.5888 6.9673 1.7375
H: 1.0567 8.8559 4.1490
H: 2.4741 7.9594 4.0374
H: 2.9624 9.1495 1.7309
H: 2.8875 10.2663 3.0810
H: -0.3154 11.7935 2.6418
H: 1.1680 11.8485 3.4068
H: 0.1648 10.4405 3.8041
H: 0.9595 12.1513 0.7051
H: 1.6511 10.7469 -0.0738
H: 2.6770 11.6777 1.0002
H: -1.1482 10.6048 1.3398
C: -2.5891 -8.9023 4.2443
C: -1.8045 -8.0263 3.2557
C: -0.9262 -7.0881 4.0658
C: -0.9686 -8.9425 2.3715
C: -0.3299 -8.2002 1.2495
C: -1.4613 -7.6650 0.3590
C: -2.3539 -6.7137 1.1231
C: -1.6716 -5.3530 1.2799
C: -3.6388 -6.4825 0.2337
N: -2.8168 -7.4035 2.3651
O: -3.5551 -6.4441 3.1083
H: -3.1834 -8.2801 4.8911
H: -3.2758 -9.5728 3.7066
H: -1.9541 -9.5522 4.8708
H: -0.2704 -6.4315 3.5142
H: -1.5890 -6.4862 4.6602
H: -0.2656 -7.6472 4.7421
H: -0.2896 -9.5321 2.9825
H: -1.6932 -9.7047 1.9983
H: 0.2670 -7.3221 1.5590
H: 0.3654 -8.8324 0.6754
H: -2.0380 -8.5000 -0.0361
H: -1.0168 -7.1005 -0.4708
H: -2.2852 -4.6479 1.8324
H: -1.6175 -4.9036 0.3002
H: -0.6512 -5.2716 1.6292
H: -4.1210 -5.5360 0.5226
H: -4.3777 -7.2705 0.2000
H: -3.3463 -6.3246 -0.7966
H: -4.4354 -6.8557 3.0938
C: 0.1638 -4.5839 -2.4543
O: 0.3357 -5.9240 -2.5449
C: 1.3872 -6.4265 -1.7844
C: 2.6839 -6.1109 -2.4816
N: 2.7091 -6.2513 -3.9266
C: 3.7777 -5.6914 -4.7189
C: 5.0834 -6.4292 -4.5400
O: 5.7245 -6.2090 -3.3060
C: 6.3453 -4.9680 -3.0482
H: -0.7694 -4.2419 -2.9033
H: 0.8949 -4.0013 -3.0200
H: 0.2855 -4.2348 -1.4131
H: 1.3717 -7.5221 -1.6560
H: 1.3961 -5.9756 -0.7730
H: 3.3962 -6.7810 -2.0475
H: 2.9423 -5.0403 -2.1667
H: 1.8232 -5.9753 -4.3120
H: 3.8257 -4.6190 -4.5815
H: 3.4529 -5.8119 -5.7292
H: 5.8367 -6.2074 -5.3545
H: 4.8396 -7.4713 -4.6450
H: 7.1239 -5.2340 -2.2994
H: 5.6288 -4.1821 -2.7470
H: 6.8961 -4.6276 -3.9561
C: 6.6740 8.1372 1.1094
O: 6.4325 7.9148 2.4497
C: 5.2149 7.2373 2.7909
C: 5.2481 5.7546 2.5246
N: 3.9626 5.1203 2.8443
C: 3.3302 4.2746 1.8359
C: 2.0191 3.7373 2.3775
O: 2.3449 2.8670 3.4686
C: 1.4273 2.9937 4.5391
H: 7.6013 8.6800 1.0146
H: 5.8750 8.7305 0.6307
H: 6.6693 7.1398 0.5350
H: 4.4057 7.6225 2.1883
H: 5.0257 7.4743 3.8485
H: 6.0239 5.3204 3.1623
H: 5.6021 5.5224 1.5013
H: 4.0294 4.4974 3.6730
H: 3.9714 3.5067 1.4360
H: 3.1222 4.8414 0.9277
H: 1.5261 3.2223 1.5711
H: 1.3547 4.4984 2.7176
H: 0.4132 2.6381 4.3027
H: 1.4272 4.0318 4.9328
H: 1.6679 2.2964 5.3119
C: 5.1331 -5.2630 0.7689
O: 4.5989 -5.3160 2.0392
C: 3.3749 -6.0378 2.0682
C: 2.9406 -5.8384 3.5374
N: 2.6205 -4.4362 3.8052
C: 2.2644 -4.1310 5.1823
C: 1.9483 -2.6669 5.4245
O: 2.9692 -1.8888 4.9498
C: 2.8920 -0.6024 5.4715
H: 4.6545 -4.4992 0.1533
H: 5.2687 -6.2001 0.2518
H: 6.1544 -4.9322 0.9119
H: 3.5592 -7.0998 1.9329
H: 2.7084 -5.6924 1.2527
H: 3.7862 -6.0996 4.2214
H: 2.0874 -6.4296 3.8706
H: 3.4158 -3.8777 3.4852
H: 3.1045 -4.5175 5.8279
H: 1.4362 -4.8002 5.4300
H: 1.7778 -2.4244 6.4911
H: 0.9985 -2.4909 4.8419
H: 1.8881 -0.2955 5.5266
H: 3.3270 0.0652 4.7409
H: 3.3823 -0.4681 6.4410
C: -7.8981 -3.6250 5.1276
O: -7.5750 -3.9469 3.7859
C: -7.2742 -5.3230 3.5788
C: -6.7811 -5.6951 2.2017
N: -7.8848 -5.5381 1.2601
C: -8.3222 -4.1994 0.9570
C: -7.3163 -3.1093 0.7701
O: -6.3815 -3.4601 -0.1873
C: -5.3321 -2.5486 -0.1556
H: -8.6896 -4.2579 5.5644
H: -8.1312 -2.5920 5.2650
H: -7.0734 -3.8067 5.7834
H: -8.1525 -5.9316 3.7967
H: -6.5249 -5.6923 4.3818
H: -6.6045 -6.7821 2.2511
H: -5.8799 -5.1799 1.8058
H: -7.6847 -5.9326 0.3521
H: -8.9614 -3.8987 1.7706
H: -8.8792 -4.2898 0.0437
H: -6.8418 -2.8136 1.6915
H: -7.9295 -2.2256 0.4556
H: -5.6924 -1.6323 -0.5960
H: -4.5079 -2.8637 -0.8088
H: -4.9993 -2.2861 0.8629
C: -3.3034 -8.5506 -4.1669
O: -3.7496 -7.2298 -4.2006
C: -2.8185 -6.2772 -3.8356
C: -3.4773 -4.9733 -3.3608
N: -4.2373 -4.2272 -4.3528
C: -4.5637 -2.8685 -4.0100
C: -3.4310 -1.8565 -4.1314
O: -2.3077 -2.1467 -3.2599
C: -1.2965 -1.1565 -3.2546
H: -2.6915 -8.6740 -3.2617
H: -2.7768 -8.8844 -5.0612
H: -4.1446 -9.1765 -3.9868
H: -2.1261 -6.1401 -4.6720
H: -2.2140 -6.7040 -3.0126
H: -2.6253 -4.3640 -3.1046
H: -4.0491 -5.2059 -2.4599
H: -5.0654 -4.7493 -4.5414
H: -4.9815 -2.6876 -3.0103
H: -5.2797 -2.4874 -4.7275
H: -3.8528 -0.8471 -3.9332
H: -3.0008 -1.8740 -5.1566
H: -1.6512 -0.1701 -2.8772
H: -0.9990 -0.9699 -4.2935
H: -0.3775 -1.4905 -2.6785
C: 1.4266 8.7622 -11.6155
O: 1.4361 7.7853 -10.5720
C: 0.7468 8.0986 -9.3711
C: 0.8753 6.9740 -8.3907
N: 2.1815 6.6414 -8.0112
C: 2.3269 5.6038 -7.0268
C: 2.2226 5.9377 -5.5631
O: 0.9086 6.1151 -5.1996
C: 0.6962 6.9087 -3.9947
H: 2.1723 9.5675 -11.4839
H: 0.4380 9.2436 -11.6384
H: 1.6478 8.2804 -12.5715
H: -0.3491 8.1650 -9.5369
H: 1.0437 9.0566 -8.9873
H: 0.3072 6.2255 -8.8981
H: 0.3121 7.3133 -7.4767
H: 2.9232 6.6326 -8.7078
H: 3.3519 5.2064 -7.1782
H: 1.6738 4.7406 -7.1432
H: 2.8421 6.7883 -5.2655
H: 2.6728 5.0716 -5.0498
H: -0.3108 6.9420 -3.6071
H: 1.0839 7.9395 -4.0932
H: 1.2931 6.3787 -3.2163
C: 2.6105 7.3928 -0.8618
O: 2.1756 6.0514 -1.0881
C: 3.2561 5.1788 -1.5701
C: 2.9041 3.6592 -1.4165
N: 2.8396 3.0280 -2.7222
C: 1.5251 3.2578 -3.3584
C: 1.3442 2.5029 -4.6882
O: 1.4034 1.1453 -4.4530
C: 1.3626 0.4288 -5.6184
H: 3.4524 7.4162 -0.1843
H: 1.8255 8.0265 -0.4341
H: 2.9333 7.8590 -1.8009
H: 4.1694 5.5710 -1.0293
H: 3.3969 5.3599 -2.6555
H: 2.0135 3.5373 -0.8570
H: 3.7174 3.1632 -0.8463
H: 3.0534 2.0239 -2.8491
H: 1.3752 4.3377 -3.4763
H: 0.7201 2.9049 -2.6895
H: 2.2273 2.7671 -5.3012
H: 0.4470 2.9315 -5.1620
H: 1.9844 0.9575 -6.3774
H: 0.3148 0.3992 -5.9815
H: 1.8251 -0.5592 -5.4844
C: -4.5929 -3.1345 3.9448
O: -4.5109 -1.7075 3.7165
C: -5.5104 -0.8678 4.2066
C: -4.9080 0.5497 4.3067
N: -4.3375 1.0039 3.0507
C: -5.2893 1.5082 2.0586
C: -4.7153 1.5278 0.6423
O: -4.2047 0.2260 0.3763
C: -3.7657 0.1991 -0.9840
H: -3.6380 -3.5565 3.5673
H: -5.3109 -3.6317 3.3140
H: -4.7280 -3.3818 5.0023
H: -5.8318 -1.2621 5.1759
H: -6.3992 -0.7965 3.6130
H: -4.0660 0.4495 5.0324
H: -5.5922 1.2693 4.7536
H: -3.8844 0.2347 2.6223
H: -5.5405 2.5160 2.3769
H: -6.2346 0.9556 2.0418
H: -3.9616 2.2960 0.5134
H: -5.5780 1.7024 -0.0155
H: -4.6004 0.4337 -1.6354
H: -3.3192 -0.7774 -1.2343
H: -2.9348 0.9260 -1.1293
C: -0.8485 3.8479 -0.1137
O: -1.9395 3.8784 0.8270
C: -1.6010 3.3390 2.1056
C: -1.2632 1.8468 2.0166
N: -1.1890 1.3829 3.4128
C: -0.5104 0.1232 3.5885
C: -1.1126 -1.0881 2.9057
O: -0.9191 -0.9488 1.4904
C: -1.4880 -2.0375 0.7948
H: -0.4308 2.8375 -0.0948
H: -0.0747 4.5309 0.2353
H: -1.1443 4.0668 -1.1625
H: -2.4664 3.4996 2.7375
H: -0.7624 3.7672 2.6019
H: -0.2413 1.7346 1.6024
H: -1.9889 1.3228 1.4049
H: -2.1320 1.2384 3.7533
H: -0.5096 -0.0997 4.6685
H: 0.5398 0.3112 3.3774
H: -2.1696 -1.0789 3.1492
H: -0.7129 -2.1074 3.1903
H: -1.2720 -1.7718 -0.2610
H: -2.5936 -2.0751 0.8911
H: -1.0163 -3.0104 1.0606